(1)
Molecular formula: C29H53BNO14S
Method: DFT, ωB97M-V with the def2-TZVPD basis set

Total charge = -1

Cartesian coordinates (Å):
C1 -0.63275 0.85076 2.69476
C2 -1.53385 1.34294 1.37688
C3 -1.56007 2.98166 1.23643
N1 -0.14492 3.47709 1.43456
B1 0.58186 3.73837 0.12867
C4 1.41893 2.45895 -0.47583
C5 0.65408 1.66084 -1.70587
C6 1.77201 1.20366 -2.86246
S1 1.83468 -0.70355 -2.95502
O1 3.11683 -1.22220 -3.68116
O2 0.61273 -1.24795 -3.76701
O3 1.82561 -1.42894 -1.39606
O4 1.51634 4.87746 0.21557
C7 2.58022 4.65886 1.20719
C8 4.10068 4.53423 0.54382
C9 4.66736 2.97668 0.76428
H1 -0.47936 1.70181 3.48368
H2 -1.16172 -0.07470 3.19320
H3 0.44210 0.47593 2.35840
H4 -1.04861 0.81692 0.45037
H5 -2.63057 0.92336 1.47154
H6 -2.10209 3.38607 0.28160
H7 -2.18734 3.37689 2.17151
H8 -0.22898 4.34023 2.03106
H9 -0.25744 4.06022 -0.66417
H10 2.40918 2.91082 -0.96620
H11 1.67411 1.75328 0.44610
H12 -0.17581 2.30084 -2.24439
H13 0.15935 0.63373 -1.35540
H14 2.86687 1.53071 -2.59004
H15 1.49030 1.59822 -3.93637
H16 2.51714 -0.99987 -0.80460
H17 2.58036 5.61906 1.91079
H18 2.44465 3.71526 1.88552
H19 4.78903 5.24158 1.20288
H20 4.12312 4.80922 -0.59738
H21 4.26654 2.22884 -0.05141
H22 5.85693 2.93354 0.68268
H23 4.34524 2.53500 1.81981
O5 0.16391 -1.89469 2.86921
C10 1.33118 -2.21647 2.72044
O6 2.30819 -2.02252 3.65426
C11 3.56523 -2.41537 3.10536
C12 3.23070 -3.36509 1.98507
C13 1.91172 -2.83336 1.48409
H24 4.08625 -1.52021 2.74985
H25 4.17185 -2.89476 3.87919
H26 4.00482 -3.41162 1.21454
H27 3.09057 -4.37653 2.38552
H28 2.04745 -2.05625 0.72680
H29 1.27325 -3.63534 1.10647
O7 5.20110 7.34121 -3.60763
C14 4.21581 7.46120 -2.89842
O8 3.47678 6.41571 -2.42409
C15 2.34156 6.92383 -1.72491
C16 2.71352 8.32921 -1.33062
C17 3.61376 8.76183 -2.46014
H30 1.47658 6.89544 -2.39585
H31 2.13449 6.29669 -0.85288
H32 1.84676 8.98002 -1.18806
H33 3.28256 8.31322 -0.39310
H34 3.04678 9.19115 -3.29082
H35 4.38346 9.45654 -2.11612
O9 -4.87108 0.91290 1.97378
C18 -5.31434 -0.14331 1.55411
O10 -4.69523 -0.92002 0.61730
C19 -5.54323 -2.01831 0.28498
C20 -6.47395 -2.17176 1.45934
C21 -6.62517 -0.75355 1.94844
H36 -6.07761 -1.77948 -0.64053
H37 -4.93849 -2.91547 0.12370
H38 -7.42260 -2.64782 1.19747
H39 -5.99378 -2.77890 2.23641
H40 -7.43354 -0.22888 1.43164
H41 -6.76807 -0.71555 3.03082
O11 -5.92634 -4.82498 1.28916
C22 -5.12263 -5.21016 2.12215
O12 -3.98037 -4.54122 2.45676
C23 -3.22880 -5.32971 3.37828
C24 -4.22682 -6.26729 4.00584
C25 -5.21405 -6.49454 2.88908
H42 -2.44781 -5.86283 2.82601
H43 -2.75698 -4.67951 4.12073
H44 -3.77411 -7.18783 4.38375
H45 -4.72873 -5.76824 4.84372
H46 -4.91108 -7.32078 2.23996
H47 -6.22439 -6.65351 3.27295
O13 0.44771 -7.13210 -6.61867
C26 0.41994 -6.28149 -5.74467
O14 0.37859 -6.55303 -4.40723
C27 0.24402 -5.32990 -3.68500
C28 0.75095 -4.26015 -4.61644
C29 0.37931 -4.80097 -5.97394
H48 -0.81112 -5.19075 -3.42717
H49 0.83064 -5.37962 -2.76303
H50 0.32960 -3.27309 -4.40830
H51 1.84236 -4.18582 -4.53704
H52 -0.63478 -4.51182 -6.26349
H53 1.10096 -4.50017 -6.73693

Per-atom Mulliken charges, elementary charge units: -0.529 1.210 -0.838 -0.368 1.053 0.295 -0.190 -0.549 1.016 -0.650 -0.660 -0.481 -0.993 -0.580 -0.105 -0.776 0.246 0.239 -0.171 -0.324 -0.567 0.206 0.312 0.130 -0.440 -0.413 -0.110 0.209 0.047 0.302 0.333 0.326 0.320 0.320 0.297 0.078 0.043 0.328 0.238 -0.524 0.501 -0.385 -0.440 -0.553 0.453 0.238 0.328 0.381 0.251 -0.545 0.386 -0.646 0.443 -0.314 0.576 -0.671 -0.327 0.188 -0.278 0.391 0.263 0.230 0.298 -0.629 0.562 -0.312 -0.426 -0.139 -0.565 0.262 0.270 0.440 -0.106 0.284 0.283 -0.579 0.543 -0.262 -0.431 -0.492 -0.539 0.258 0.318 0.326 0.272 0.280 0.293 -0.608 0.494 -0.366 -0.418 -0.049 -0.448 0.271 0.261 0.095 0.242 0.283 0.281

---

(2)
Molecular formula: C29H53Cl2NO49PS12
Method: DFT, ωB97M-V with the def2-TZVPD basis set

Total charge = +1

Cartesian coordinates (Å):
O1 -0.51942 -2.40322 -3.97484
P1 -1.08763 -1.86818 -5.47856
Cl1 -0.24010 0.00905 -5.77851
N1 -2.86206 -1.69615 -5.16583
C1 -3.42776 -0.49471 -4.78316
C2 -4.84741 -0.42676 -4.50026
C3 -5.67219 -1.70805 -4.63203
C4 -4.99251 -2.91824 -5.07784
Cl2 -5.81684 -4.47236 -5.29762
C5 -3.57442 -2.86429 -5.33340
H1 -1.30568 -2.82707 -3.55547
H2 -2.81521 0.42612 -4.68403
H3 -5.34248 0.50975 -4.15814
H4 -6.76190 -1.74666 -4.39880
H5 -3.04896 -3.79804 -5.65981
C6 -0.94156 -2.17750 -0.52981
C7 -1.55932 -1.35037 0.57838
O2 -2.85636 -0.98404 0.08994
S1 -3.41204 -2.15631 -0.84883
O3 -4.28410 -2.97114 -0.08337
O4 -3.79471 -1.58988 -2.10644
O5 -2.02049 -2.95897 -1.05733
H6 -0.55722 -1.54143 -1.33208
H7 -0.14344 -2.82319 -0.16720
H8 -0.97294 -0.46353 0.81116
H9 -1.69442 -1.94333 1.48432
C8 -9.54903 0.36799 -3.68910
C9 -9.36101 1.86981 -3.66446
O6 -8.41178 2.14056 -4.70458
S2 -8.61101 1.06770 -5.89178
O7 -9.41401 1.65662 -6.90236
O8 -7.34818 0.46723 -6.16843
O9 -9.52073 0.01162 -5.07629
H10 -8.72180 -0.14309 -3.18823
H11 -10.49030 0.06227 -3.23510
H12 -8.99251 2.22648 -2.70476
H13 -10.28978 2.38872 -3.91192
C10 3.86059 -2.27673 -5.38875
C11 3.24606 -1.17844 -4.54103
O10 4.31855 -0.69274 -3.73443
S3 5.70252 -0.81532 -4.56245
O11 5.98537 0.44572 -5.15082
O12 6.64190 -1.51734 -3.76486
O13 5.16563 -1.80369 -5.72369
H14 3.96926 -3.20305 -4.81838
H15 3.28340 -2.47376 -6.29139
H16 2.43018 -1.54141 -3.91735
H17 2.88872 -0.35206 -5.16230
C12 -14.02797 0.14236 -5.54155
C13 -13.65068 1.50888 -6.07956
O14 -14.09569 2.43127 -5.08059
S4 -13.97710 1.73978 -3.62826
O15 -12.75548 2.16094 -3.02929
O16 -15.22787 1.85273 -2.97284
O17 -13.78770 0.21696 -4.13262
H18 -15.08951 -0.06546 -5.69551
H19 -13.43529 -0.65462 -5.98778
H20 -14.11989 1.72345 -7.03759
H21 -12.56587 1.61115 -6.17588
C14 2.71547 1.18940 3.13176
C15 1.47067 1.94485 2.71997
O18 0.46569 0.93391 2.56693
S5 0.74737 -0.25573 3.62462
O19 -0.08061 -0.04587 4.76018
O20 0.77706 -1.48877 2.90972
O21 2.25277 0.15420 4.01186
H22 3.19344 0.71844 2.26916
H23 3.43518 1.82588 3.63950
H24 1.60756 2.49758 1.79255
H25 1.14335 2.63096 3.50559
C16 4.57030 -3.21824 1.46524
C17 6.03127 -3.44836 1.13841
O22 6.55963 -2.14297 0.88401
S6 5.78491 -1.06973 1.80244
O23 6.56834 -0.81775 2.96029
O24 5.29563 -0.02943 0.96247
O25 4.54424 -2.00981 2.22951
H26 3.98197 -3.05930 0.55772
H27 4.14023 -4.04021 2.03510
H28 6.16764 -4.09470 0.27304
H29 6.56630 -3.86932 1.99319
C18 9.84548 -7.33729 1.74890
C19 9.23789 -6.52691 2.87810
O26 7.94333 -6.15234 2.40347
S7 7.37175 -7.32159 1.43545
O27 6.51076 -8.15431 2.20122
O28 6.97931 -6.73064 0.20062
O29 8.76459 -8.10679 1.21533
H30 10.22592 -6.68847 0.95570
H31 10.64387 -7.99191 2.09460
H32 9.82809 -5.64563 3.12281
H33 9.10619 -7.13626 3.77610
C20 8.26168 -6.46412 -4.87887
C21 9.11501 -5.75385 -3.84467
O30 8.19352 -5.32766 -2.83857
S8 6.98675 -6.39624 -2.73428
O31 7.26100 -7.27745 -1.65674
O32 5.75456 -5.69343 -2.85219
O33 7.27610 -7.17369 -4.12669
H34 7.74771 -5.74854 -5.52597
H35 8.84215 -7.15285 -5.49082
H36 9.64992 -4.90236 -4.26115
H37 9.82903 -6.43990 -3.38106
C22 5.06289 4.60745 0.97961
C23 5.90208 5.35232 1.99896
O34 4.96401 5.81791 2.98734
S9 3.76381 4.75202 3.10135
O35 4.02741 3.89480 4.20684
O36 2.53099 5.44135 2.94168
O37 4.06735 3.92476 1.74508
H38 4.55734 5.29936 0.30122
H39 5.65035 3.89698 0.39965
H40 6.44241 6.18576 1.56216
H41 6.60860 4.68063 2.49447
C24 7.75804 8.55163 6.22172
C25 6.56341 9.48106 6.12535
O38 6.04221 9.27236 4.81053
S10 6.29182 7.73568 4.38053
O39 5.10597 6.99943 4.62996
O40 6.95262 7.72895 3.12102
O41 7.36559 7.36515 5.52685
H42 8.62871 8.97259 5.71271
H43 8.01935 8.31988 7.25289
H44 6.83578 10.52476 6.26996
H45 5.78765 9.20536 6.84447
C26 -3.69388 1.49567 4.40509
C27 -4.84521 0.51707 4.51268
O42 -5.32401 0.35837 3.17216
S11 -4.07954 0.50613 2.15146
O43 -3.61630 -0.79304 1.80469
O44 -4.41735 1.47961 1.16938
O45 -3.02521 1.15250 3.18408
H46 -4.05484 2.52279 4.31929
H47 -3.01228 1.42194 5.24679
H48 -5.63919 0.87743 5.16484
H49 -4.50157 -0.45851 4.86596
C28 -6.69992 4.58938 6.39089
C29 -5.87149 5.07797 7.56305
O46 -5.53939 3.89487 8.29537
S12 -5.38748 2.66081 7.27026
O47 -4.00219 2.49286 6.97658
O48 -6.21318 1.59805 7.71940
O49 -6.09151 3.35648 5.99347
H50 -7.72893 4.37987 6.69250
H51 -6.70290 5.29722 5.56369
H52 -6.41450 5.78022 8.19236
H53 -4.93976 5.53906 7.22499

Mulliken atomic charge list, values in e, 99 entries: -0.343 0.244 -0.190 0.286 -0.079 -0.613 0.049 -0.140 -0.170 -0.039 0.317 0.391 0.421 0.321 0.407 -0.417 -0.075 -0.238 0.955 -0.606 -0.165 -0.400 0.314 0.402 0.070 0.332 -0.272 -0.200 -0.342 1.104 -0.566 -0.496 -0.299 0.178 0.358 0.342 0.211 -0.306 -0.099 -0.302 1.046 -0.550 -0.434 -0.320 0.263 0.310 0.177 0.197 -0.331 -0.136 -0.307 1.099 -0.501 -0.558 -0.309 0.304 0.317 0.304 0.118 -0.310 -0.319 -0.296 1.205 -0.568 -0.549 -0.270 0.068 0.434 0.332 0.303 -0.385 -0.071 -0.229 1.127 -0.624 -0.490 -0.262 0.321 0.324 0.127 0.152 -0.331 -0.363 -0.292 0.991 -0.599 -0.258 -0.314 0.245 0.325 0.351 0.281 -0.369 -0.338 -0.294 1.143 -0.487 -0.537 -0.323

---

| no. | electronic energy (Eh) | highest occupied orbital energy (eV) |
| --- | --- | --- |
| 1 | -2667.8683 | -4.17 |
| 2 | -10917.6998 | -11.62 |